Entry 1:
{
  "formula": "C8H9N",
  "method": "the ωB97M-V functional and the def2-TZVPD basis",
  "charge": 0,
  "e_above_lowest_ev": 4.4367,
  "e_lumo_ha": 0.005,
  "e_tot_ha": -364.816258,
  "smiles": "C=C(C)C#N.C=C=C=C",
  "orbital_gap_ha": 0.3453,
  "homo_energy_ev": -9.3,
  "symbols": ["C", "C", "C", "C", "N", "H", "H", "H", "H", "H", "C", "C", "C", "C", "H", "H", "H", "H"],
  "xyz": [[-1.67215, -1.74981, 0.77123], [-0.37868, -1.73432, 0.73008], [0.32784, -1.46831, -0.55436], [0.40504, -1.72567, 1.90797], [1.24503, -1.79818, 2.69078], [-2.21523, -1.84391, 1.74077], [-2.32940, -1.58857, -0.06695], [0.07124, -0.45789, -0.90122], [0.03964, -2.22471, -1.33004], [1.48132, -1.47627, -0.50235], [-0.96603, 2.38015, -1.82495], [0.00000, 2.25237, -1.02634], [0.75795, 1.98143, -0.08738], [1.77648, 1.72201, 0.75279], [-1.96358, 1.77389, -1.46873], [-1.00569, 2.72325, -2.88496], [1.70097, 1.11607, 1.60262], [2.72527, 2.11847, 0.45103]],
  "forces_ev_per_a": [[-3.1, -0.1, 1.9], [1.1, 0.8, -0.7], [2.1, -0.3, -1.5], [1.1, -0.7, 0.3], [-0.3, 0.2, 0.3], [0.6, 0.0, -0.8], [0.2, -0.2, -0.4], [0.0, -0.4, -0.1], [0.2, 0.7, 0.6], [-1.9, -0.1, 0.2], [-5.5, -1.8, -2.4], [0.6, 0.5, 0.2], [3.7, -0.9, 3.3], [-1.7, 1.0, -2.6], [2.2, 1.7, -1.0], [0.3, 0.1, 1.2], [-0.2, -0.6, 1.2], [0.5, 0.1, 0.1]],
  "nbo_charge": [-0.295, -0.152, -0.638, 0.267, -0.304, 0.208, 0.205, 0.241, 0.231, 0.236, -0.404, -0.069, 0.003, -0.404, 0.209, 0.229, 0.222, 0.215]
}


Entry 2:
{
  "formula": "C4H3N2O4P",
  "method": "the ωB97M-V functional and the def2-TZVPD basis",
  "charge": -2,
  "e_above_lowest_ev": 2.1331,
  "e_lumo_ha": [0.229, 0.234],
  "e_tot_ha": -906.083595,
  "orbital_gap_ha": [0.2300, 0.2454],
  "homo_energy_ev": [0.0, -0.3],
  "symbols": ["C", "C", "C", "C", "N", "N", "O", "O", "O", "O", "P", "H", "H", "H"],
  "xyz": [[2.20881, 0.91516, -0.60427], [2.28540, -0.99380, 0.27847], [1.05244, 0.72321, 0.19292], [-0.02947, 1.59517, 0.27864], [2.97300, -0.17735, -0.55008], [1.13824, -0.53852, 0.73154], [-3.54066, -0.53082, -1.52715], [-4.29704, -0.14593, 0.86484], [-0.18361, 2.79203, 0.22306], [-2.26579, -1.69178, 0.43206], [-3.14551, -0.29458, -0.09026], [2.46481, 1.76290, -1.21831], [2.67468, -1.96511, 0.55001], [-1.33530, -1.45058, 0.43852]],
  "forces_ev_per_a": [[-0.4, 0.1, 0.4], [0.1, -0.1, 0.0], [1.8, -0.4, -0.9], [-1.7, 1.3, 0.8], [0.5, 0.0, -0.2], [-0.7, 0.0, 0.2], [0.6, 0.3, -0.3], [0.2, 0.4, 0.6], [0.5, -0.8, -0.3], [-0.6, 1.0, -0.2], [-0.5, -1.7, -0.1], [0.0, 0.2, 0.0], [0.0, -0.1, 0.0], [0.4, 0.1, 0.0]],
  "nbo_charge": [-0.064, 0.103, -0.217, 0.497, -0.566, -0.492, -1.166, -1.170, -0.595, -1.041, 1.906, 0.171, 0.144, 0.490]
}


Entry 3:
{
  "formula": "C6H14NO",
  "method": "the ωB97M-V functional and the def2-TZVPD basis",
  "charge": 0,
  "e_above_lowest_ev": 1.0307,
  "spin_multiplicity": 2,
  "e_lumo_ha": [0.034, -0.060],
  "e_tot_ha": -366.892020,
  "s_squared": 0.75,
  "orbital_gap_ha": [0.3615, 0.2667],
  "homo_energy_ev": [-8.9, -8.9],
  "symbols": ["C", "O", "C", "N", "H", "H", "H", "H", "H", "H", "C", "C", "C", "C", "H", "H", "H", "H", "H", "H", "H", "H"],
  "xyz": [[-0.27391, -0.83109, -2.06180], [0.47688, -0.48617, -0.99035], [-0.88810, 0.38009, -2.78359], [-1.75293, -0.03001, -3.87440], [0.41461, -1.31745, -2.78001], [-1.04603, -1.58462, -1.84481], [-1.47615, 0.93850, -2.05762], [-0.05346, 1.00401, -3.12154], [-2.51489, 0.60881, -4.03999], [-1.25975, -0.16567, -4.74488], [1.41688, 1.21776, 1.89373], [0.56901, 0.16058, 2.54213], [-0.39819, 0.46541, 3.40327], [0.82598, -1.24789, 2.07248], [2.48049, 0.98797, 2.01198], [1.20007, 2.21424, 2.26787], [1.24253, 1.16606, 0.81535], [-1.17393, -0.20365, 3.74751], [-0.47798, 1.51189, 3.68300], [0.15355, -1.93927, 2.58009], [1.85579, -1.53605, 2.29277], [0.67954, -1.31345, 0.98884]],
  "forces_ev_per_a": [[-0.4, 0.4, -0.5], [0.1, -0.1, -0.1], [0.2, 0.0, -0.1], [-0.2, -0.3, 0.0], [0.1, -0.2, 0.1], [0.1, -0.1, 0.1], [0.0, 0.1, 0.0], [-0.1, 0.2, 0.2], [0.0, 0.1, 0.0], [0.0, 0.0, 0.0], [0.2, -0.5, 0.0], [-0.2, -0.4, -0.1], [0.2, 0.7, -0.4], [-0.3, 0.2, 0.0], [0.0, 0.1, 0.1], [0.0, 0.1, 0.0], [-0.1, 0.2, 0.0], [0.3, -0.3, 0.2], [-0.3, -0.1, 0.1], [0.0, -0.1, -0.1], [0.0, 0.0, 0.0], [0.1, -0.1, 0.3]],
  "nbo_charge": [-0.142, -0.281, -0.239, -0.847, 0.227, 0.191, 0.197, 0.172, 0.368, 0.359, -0.648, 0.049, -0.437, -0.660, 0.208, 0.211, 0.230, 0.196, 0.185, 0.208, 0.210, 0.242]
}


Entry 4:
{
  "formula": "C3H7O2Si",
  "method": "the ωB97M-V functional and the def2-TZVPD basis",
  "charge": -1,
  "e_above_lowest_ev": 0.0000,
  "e_lumo_ha": 0.145,
  "e_tot_ha": -558.505650,
  "smiles": "CC[SiH2]C(=O)[O-]",
  "orbital_gap_ha": 0.2760,
  "homo_energy_ev": -3.6,
  "symbols": ["C", "C", "Si", "C", "O", "O", "H", "H", "H", "H", "H", "H", "H"],
  "xyz": [[1.43771, 0.27937, -1.08134], [1.03191, 0.23957, 0.39292], [-0.66889, -0.42838, 0.86977], [-2.46192, -0.10604, -0.22298], [-3.14397, -1.10720, -0.40139], [-2.52318, 1.04591, -0.70331], [1.16444, -0.67682, -1.42602], [0.84900, 1.08390, -1.58049], [2.48287, 0.31634, -1.29898], [1.11280, 1.19562, 0.95375], [1.82771, -0.29483, 0.88703], [-0.80606, 0.24143, 2.13501], [-0.30243, -1.78888, 1.47603]],
  "forces_ev_per_a": [[-1.5, 1.3, 0.6], [0.9, 1.2, 0.3], [-0.7, -0.7, -0.1], [1.6, 0.4, -1.0], [-0.4, -0.4, 0.4], [0.1, -0.5, 0.8], [-0.7, -1.1, -1.1], [0.6, -0.8, -0.1], [0.9, 0.7, 0.1], [-0.1, 0.0, -0.9], [0.0, -0.9, 0.5], [-0.3, 0.7, 1.0], [-0.4, 0.0, -0.6]],
  "nbo_charge": [-0.606, -0.844, 0.770, 0.625, -0.740, -0.767, 0.195, 0.213, 0.182, 0.210, 0.210, -0.224, -0.224]
}


Entry 5:
{
  "formula": "C2H7MnO3",
  "method": "the ωB97M-V functional and the def2-TZVPD basis",
  "charge": 0,
  "e_above_lowest_ev": 0.0000,
  "spin_multiplicity": 7,
  "e_lumo_ha": [0.009, -0.012],
  "e_tot_ha": -1457.033932,
  "s_squared": 12.00,
  "orbital_gap_ha": [0.2818, 0.3649],
  "homo_energy_ev": [-7.4, -10.3],
  "symbols": ["O", "H", "C", "O", "C", "H", "H", "H", "H", "H", "Mn", "O", "H"],
  "xyz": [[-0.64686, -0.07732, -0.37876], [-0.11220, 0.47277, -1.04502], [-1.39777, 2.70211, 0.22089], [-1.74860, 1.52380, 0.91244], [-0.78102, 0.52184, 0.87937], [-1.30985, 2.51964, -0.86239], [-2.19163, 3.43697, 0.39531], [-0.43511, 3.09834, 0.58690], [-1.12296, -0.24715, 1.58340], [0.19454, 0.91859, 1.21374], [2.08198, -1.28946, -1.96552], [1.57988, 0.49558, -2.40448], [1.85133, 1.35063, -2.05844]],
  "forces_ev_per_a": [[0.9, 0.6, -1.4], [-0.9, -0.9, 1.4], [0.2, 0.0, -0.2], [-0.2, 0.1, 0.2], [0.3, 0.1, 0.0], [-0.1, 0.1, 0.2], [0.2, -0.2, 0.0], [-0.2, 0.0, 0.0], [0.1, 0.1, -0.3], [-0.1, 0.1, 0.0], [-0.2, 0.3, 0.0], [-0.1, 0.0, 0.4], [0.1, -0.1, -0.2]],
  "nbo_charge": [-0.764, 0.499, -0.261, -0.534, 0.229, 0.170, 0.200, 0.161, 0.170, 0.118, 0.883, -1.349, 0.478]
}


Entry 6:
{
  "formula": "C4H9NO",
  "method": "the ωB97M-V functional and the def2-TZVPD basis",
  "charge": 0,
  "e_above_lowest_ev": 3.7446,
  "e_lumo_ha": 0.036,
  "e_tot_ha": -287.694840,
  "smiles": "C=CN.C=CO",
  "orbital_gap_ha": 0.3483,
  "homo_energy_ev": -8.5,
  "symbols": ["C", "C", "N", "H", "H", "H", "H", "H", "C", "C", "O", "H", "H", "H", "H"],
  "xyz": [[-0.84862, 2.19893, 1.27069], [-0.98301, 1.15762, 2.07321], [-0.42468, -0.10082, 1.65694], [-0.43187, 2.08413, 0.28456], [-1.22258, 3.24529, 1.54239], [-1.46392, 1.15264, 2.95325], [0.56943, -0.03241, 1.37459], [-0.96387, -0.92615, 2.09512], [0.89384, -1.83615, -2.67138], [0.88664, -0.72647, -1.92296], [0.94181, -0.74919, -0.50043], [0.89760, -1.78096, -3.74593], [0.84294, -2.83897, -2.21777], [0.94456, 0.30507, -2.34601], [0.36175, -1.15256, 0.15374]],
  "forces_ev_per_a": [[-1.0, 2.3, 0.5], [2.2, -1.1, -3.9], [-1.8, -0.4, 1.6], [0.3, 0.0, -0.1], [0.6, -1.7, -0.3], [-1.7, 0.2, 3.1], [-1.2, -0.6, 0.9], [2.4, 1.7, -0.9], [-0.3, 0.2, 0.9], [-0.2, -0.9, 1.3], [1.6, 1.1, -1.8], [0.0, 0.1, -0.1], [0.1, 0.7, -0.2], [-0.1, -1.0, 0.6], [-0.9, -0.4, -1.5]],
  "nbo_charge": [-0.463, -0.003, -0.923, 0.201, 0.202, 0.176, 0.421, 0.396, -0.486, 0.150, -0.786, 0.208, 0.205, 0.186, 0.515]
}